C12H16Cl6O3Pb as an isolated structure at a distorted geometry, computed with ωB97M-V/def2-TZVPD.

* charge: -2
* HOMO-LUMO gap (alpha / beta): 0.119 / 0.108 Ha
* lowest unoccupied orbital energy (alpha / beta): 3.11 / 3.00 eV
* maximum force: 3.665 eV/Å
* HOMO energy (alpha / beta): -0.14 / 0.05 eV

Element x y z (Å)
C -1.6916 0.6327 -0.7805
C -1.2313 1.9148 -0.2925
C -0.8742 1.7684 1.1024
C -1.2090 3.1664 -1.0558
C -1.0921 0.3784 1.4832
C -1.6008 -0.3293 0.3108
C -1.9401 -1.7603 0.2406
C -2.1943 0.3847 -2.1368
C -0.4156 2.8602 1.9679
C -0.8397 -0.2035 2.8093
Pb 0.9972 0.1383 -0.2059
Cl 1.7425 2.0539 -1.6542
Cl 0.5025 -1.2656 -2.2879
Cl 2.2814 1.1735 1.7986
H -1.0490 2.9882 -2.1330
H -0.4167 3.8493 -0.7043
H -2.1840 3.6735 -0.9300
H 0.3150 3.5241 1.4664
H 0.0552 2.4811 2.8890
H -1.3017 3.4644 2.2367
H 0.0331 0.2532 3.3204
H -0.6735 -1.2972 2.7639
H -1.7402 -0.0160 3.4238
H -1.3520 -2.3726 0.9508
H -1.7845 -2.1900 -0.7702
H -3.0097 -1.8517 0.5057
H -1.5894 0.8932 -2.9118
H -3.2239 0.7854 -2.1840
H -2.2102 -0.6910 -2.3757
O 0.0389 -4.3875 -2.2405
H 0.1809 -5.2364 -1.7513
Cl 4.6533 -4.0019 -0.1885
C 4.4656 -2.2979 -0.5227
Cl 5.5433 -1.3098 0.5389
Cl 4.7955 -1.9308 -2.2574
C 2.9617 -1.9134 -0.1877
O 2.0689 -2.6770 0.2358
O 2.9887 -0.6519 -0.4734

natural (NBO) population analysis, charges in e, atoms 1 to 2: atom 1 (C): -0.08, atom 2 (C): -0.08